Below is a molecular structure, C14H6AsCl3N2O5S5Tc, with properties calculated with the ωB97M-V functional and the def2-TZVPD basis.

Last column: Mulliken charge in e.
CARTESIAN COORDINATES (ANGSTROEM)
Tc 0.63947 0.45391 -0.01013  0.568
O -0.84564 -0.42644 1.21273  -0.340
C -1.30502 0.02068 2.26145  -0.174
C -1.08222 1.33728 2.78962  0.489
C -1.69174 1.64148 4.01576  -0.471
C -1.56044 2.89008 4.54898  -0.310
C -0.84518 3.89852 3.87550  -0.307
C -0.24914 3.62924 2.68310  -0.804
C -0.31581 2.32561 2.10251  0.486
O 0.29811 2.15503 0.99407  -0.216
N -2.18421 3.19439 5.84041  1.008
O -2.06119 4.32616 6.27572  -0.653
O -2.78433 2.30570 6.41536  -0.643
H -1.96292 -0.64598 2.83299  0.379
H -2.26663 0.88879 4.53916  0.491
H -0.78492 4.88245 4.31771  0.460
H 0.29842 4.38027 2.13075  0.487
S 0.65239 4.25100 -2.24834  -0.548
As 0.98390 2.23097 -2.66373  0.502
S 2.41937 1.34858 -1.16312  -0.337
S -0.70807 0.98608 -1.76759  -0.269
S 1.46593 1.59285 -4.58717  -0.538
Cl 5.17435 -5.01620 0.74166  -0.255
C 4.20301 -3.57630 0.95476  0.514
C 3.16582 -3.31391 0.07991  -1.043
C 2.42936 -2.16653 0.28384  1.048
Cl 1.08068 -1.82176 -0.79504  -0.063
C 2.65489 -1.24031 1.31202  -0.003
O 1.93978 -0.16120 1.48056  -0.615
C 3.71977 -1.57412 2.16873  0.320
Cl 4.07665 -0.50346 3.48932  -0.224
C 4.48370 -2.71253 1.99948  -0.833
H 2.93186 -3.98551 -0.73397  0.454
H 5.29657 -2.91965 2.68096  0.411
S -3.15238 -2.24001 -0.13676  -0.438
C -4.22147 -2.67363 -1.36585  0.124
N -4.96589 -2.98225 -2.20712  -0.657

- total energy (eV) = -182616.5204
- relative energy (zero: lowest compared OMol25 entry of this formula, charge and spin) (kcal/mol) = 5.44
- spin multiplicity = 4
- ⟨S²⟩ = 3.780
- total charge = -2
- gap between HOMO and LUMO (spin up / spin down) (eV) = 5.46 / 4.99
- LUMO (spin up / spin down) (eV) = 3.2431 / 2.7834